The following is a DFT calculation (ωB97M-V/def2-TZVPD) of C24H22As2F3GaI2NO9 as an isolated structure.

```
64
C24H22As2F3GaI2NO9, DFT ωB97M-V/def2-TZVPD
I -5.282 -0.632 -6.657
I -2.518 3.829 -3.626
As 0.288 1.079 0.213
As 2.422 -1.137 2.676
Ga 0.234 -0.181 -2.121
F 2.021 0.975 -4.021
F 3.059 0.307 -2.218
F 2.355 -1.137 -3.660
O -1.035 -1.865 3.879
O -0.892 1.237 -2.592
O 3.204 2.444 0.000
O 0.631 -0.927 5.087
O 0.857 -2.768 1.021
O -2.279 1.192 1.549
O 0.555 -1.781 -0.914
O -1.629 1.049 3.683
O 4.449 0.704 0.703
N -1.049 -1.298 -3.232
C -3.811 -0.004 -5.297
C 0.190 -1.679 6.245
C -3.692 1.334 -4.967
C -2.954 -0.961 -4.701
C -1.016 -2.582 -3.542
C 3.413 1.213 0.417
C -2.712 1.789 -4.053
C -2.941 1.474 4.084
C 0.537 -0.397 2.830
C -1.474 0.888 2.395
C -1.942 -3.123 -4.427
C -2.007 -0.485 -3.768
C -0.261 -3.634 0.752
C -1.862 0.901 -3.440
C -0.116 0.432 2.024
C 2.113 -0.846 0.691
C 1.099 -1.786 0.206
C -0.123 -1.097 3.987
C 2.106 0.466 0.377
C -2.900 -2.342 -4.986
C 4.353 3.259 -0.242
C 2.009 0.024 -3.064
C 3.176 0.561 3.269
C 0.159 2.975 0.181
H 2.764 1.445 2.775
H 4.902 3.476 0.654
H -4.365 2.040 -5.431
H 2.963 0.629 4.345
H -3.586 -2.761 -5.718
H -3.643 0.699 3.802
H -3.190 2.416 3.640
H -0.079 -4.164 -0.164
H 0.632 3.381 -0.716
H -1.156 -3.026 0.646
H -1.854 -4.173 -4.700
H -0.907 3.202 0.232
H 3.958 4.173 -0.646
H 5.007 2.754 -0.940
H -2.912 1.530 5.159
H -0.308 -4.262 1.636
H 0.695 3.389 1.061
H 0.562 -1.137 7.098
H 0.633 -2.674 6.221
H 4.254 0.493 3.160
H -0.884 -1.749 6.247
H -0.225 -3.152 -3.102
```

Computed properties:
LUMO, eV: -4.47
Charge: +1
Energy above the lowest of the compared OMol25 structures with the same formula, charge and spin, eV: 0.070
Max |F|, eV Å⁻¹: 1.38
HOMO energy, eV: -10.52
Total energy, eV: -243562.7164